No. 1
Molecular formula: C7H16O
Method: DFT, wB97M-V/def2-TZVPD

```
24
Properties=species:S:1:pos:R:3:nbo_charge:R:1
C -1.0043 1.8351 -1.2060 -0.47
C -1.3732 1.1657 -0.0969 -0.15
C -1.7709 -0.2574 -0.1388 -0.49
C -0.6681 -1.0478 -0.9696 -0.39
C 0.8144 -0.7603 -0.5993 -0.42
C 1.2528 -0.6674 0.8618 -0.41
C 0.7281 -1.8116 1.7660 -0.61
H -1.0342 1.5528 -2.2760 0.20
H -0.9288 2.8818 -1.0525 0.22
H -1.4108 1.6936 1.0102 0.22
H -2.6405 -0.4826 -0.7793 0.22
H -2.1936 -0.7969 0.7253 0.22
H -0.7855 -0.6427 -2.0242 0.21
H -1.0077 -2.0805 -0.8131 0.21
H 1.3304 -1.7280 -0.9419 0.22
H 1.0343 0.2670 -1.0207 0.20
H 2.3537 -0.7364 0.9526 0.21
H 0.9424 0.2480 1.4558 0.21
H 1.2975 -2.1025 2.7182 0.21
H -0.3076 -1.6376 2.1077 0.20
H 0.5394 -2.5992 1.1349 0.19
O 1.3416 2.6684 -0.0504 -0.94
H 2.1887 3.0362 -0.0116 0.47
H 1.3019 2.0024 -0.7521 0.47
```

Summary:
Structure (SMILES)   C=CCCCCC.O
Multiplicity   1
Energy relative to the best compared isomer or geometry (same formula, charge and spin)   69.9 kcal per mole
Molar mass   116.20 Da

---

No. 2
Molecular formula: C7H16O2P
Method: DFT, wB97M-V/def2-TZVPD

```
26
Properties=species:S:1:pos:R:3:nbo_charge:R:1
C -1.7178 0.8235 2.2827 -0.62
C -0.5465 0.1580 1.5854 -0.62
C 0.8002 0.7642 2.1392 -0.61
P -0.8892 0.4709 -0.1684 2.17
O -0.6287 1.9460 -0.3625 -1.21
O -2.3288 -0.0592 -0.5227 -1.18
C 0.4691 -0.4324 -1.2137 -0.39
C 0.5435 -1.9031 -0.8658 -0.63
C -0.2055 -0.4155 -2.5770 -0.64
C 1.7138 0.3323 -1.1819 -0.59
H -1.5693 1.9678 2.4039 0.20
H -2.6028 0.6769 1.6737 0.25
H -2.0195 0.4256 3.1451 0.18
H -0.7683 -0.9828 1.6421 0.21
H 1.7222 0.2754 1.6126 0.19
H 0.8376 0.7134 3.1694 0.19
H 0.7354 1.7528 1.7391 0.24
H 1.0888 -2.2155 0.0406 0.20
H -0.4907 -2.1439 -0.5402 0.23
H 0.7317 -2.5124 -1.7706 0.19
H -0.2440 0.6407 -2.9248 0.21
H -1.1987 -0.6582 -2.3017 0.26
H 0.2611 -0.9554 -3.3965 0.18
H 2.4923 -0.3783 -1.7122 0.16
H 1.6055 1.3452 -1.6982 0.24
H 2.2086 0.3642 -0.1973 0.20
```

Summary:
Structure (SMILES)   CC(C)[P@](=O)([O-])C(C)(C)C
Charge   -1
Multiplicity   1
Energy relative to the best compared isomer or geometry (same formula, charge and spin)   14.2 kcal per mole
Molar mass   163.18 Da

---

No. 3
Molecular formula: C7H16O3
Method: DFT, wB97M-V/def2-TZVPD

```
26
Properties=species:S:1:pos:R:3:nbo_charge:R:1
C 2.1327 1.9259 0.1916 -0.64
C 2.2918 0.5246 -0.3320 -0.17
C 1.4113 0.1307 -1.2449 -0.20
C 1.0811 -1.2889 -1.6335 -0.43
C -0.4127 -1.5333 -1.3490 -0.40
C -0.6441 -1.6723 0.1614 -0.54
C -1.6281 -2.8001 0.4644 0.46
O -2.5586 -2.7310 1.2184 -0.52
H 1.4558 2.4160 -0.4971 0.23
H 1.5505 1.7624 1.1009 0.21
H 3.0110 2.4927 0.4589 0.21
H 2.9300 -0.1814 0.1832 0.20
H 0.6532 0.7714 -1.6936 0.19
H 1.2056 -1.5073 -2.7289 0.21
H 1.6600 -2.0399 -1.0597 0.20
H -1.0021 -0.6379 -1.5879 0.21
H -0.9646 -2.3326 -1.9105 0.21
H -0.8303 -0.7938 0.7648 0.23
H 0.2705 -1.7935 0.8717 0.24
H -1.3053 -3.6902 -0.0802 0.10
O -1.9431 1.6135 2.6820 -0.94
H -2.0203 0.6587 2.5552 0.47
H -1.4821 1.7037 3.5207 0.47
O -1.3197 2.9762 -0.1737 -0.96
H -1.4566 3.5412 0.5858 0.49
H -2.0858 2.4849 -0.4679 0.48
```

Summary:
Structure (SMILES)   C/C=C/CCCC=O.O.O
Multiplicity   1
Energy relative to the best compared isomer or geometry (same formula, charge and spin)   53.6 kcal per mole
Molar mass   148.20 Da

---

No. 4
Molecular formula: C7H17AuN4O
Method: DFT, wB97M-V/def2-TZVPD

```
30
Properties=species:S:1:pos:R:3:nbo_charge:R:1
Au -1.1963 0.4542 -0.2405 0.57
C 0.6031 -2.3178 1.4189 -0.63
C -0.2254 -2.4242 0.1222 0.26
C -0.9268 -3.7978 0.0835 -0.62
C 0.7162 -2.3108 -1.0871 -0.63
O -1.2445 -1.4822 0.0956 -0.91
H 1.2885 -3.1577 1.5137 0.20
H -0.0761 -2.3244 2.2678 0.21
H 1.1695 -1.3878 1.4229 0.19
H -0.2161 -4.6193 0.1333 0.19
H -1.5029 -3.8739 -0.8346 0.21
H -1.6205 -3.8669 0.9168 0.21
H 1.4461 -3.1172 -1.0731 0.20
H 1.2337 -1.3534 -1.0691 0.21
H 0.1325 -2.3775 -2.0019 0.20
N 3.6811 0.2062 -0.1962 -0.67
N 2.6229 1.1057 0.1263 -0.67
H 4.5917 0.5529 0.1008 0.33
H 3.6943 0.0716 -1.2016 0.35
H 2.9192 2.0837 0.1113 0.32
H 2.3112 0.8663 1.0634 0.35
N -1.1962 3.3329 0.4570 -0.31
C -1.9624 4.4378 0.4204 -0.03
C -2.9211 4.2200 -0.5416 -0.33
C -2.6520 2.9448 -1.0452 -0.01
N -1.5977 2.4225 -0.4338 -0.32
H -0.4089 3.1361 1.0550 0.43
H -1.7860 5.2796 1.0590 0.23
H -3.7078 4.8848 -0.8262 0.24
H -3.1694 2.4116 -1.8169 0.23
```

Summary:
Multiplicity   1
Energy relative to the best compared isomer or geometry (same formula, charge and spin)   8.1 kcal per mole
Molar mass   370.21 Da

---

No. 5
Molecular formula: C7H17I2N4O2P
Method: DFT, wB97M-V/def2-TZVPD

```
33
Properties=species:S:1:pos:R:3:nbo_charge:R:1
C 4.3471 -1.4720 -0.1163 -0.63
C 4.0377 0.1380 0.1145 -0.41
C 2.4384 0.3581 -0.2277 -0.43
C 1.6689 0.4272 1.2548 -0.24
N 0.3737 -0.3456 1.1454 -0.67
C -0.7404 0.5119 0.5086 0.38
O -1.7316 0.9907 1.5006 -0.52
C -3.0640 1.1699 0.9124 0.06
N -3.0916 1.7782 -0.4705 -0.62
C -2.3388 0.8157 -1.4050 0.74
N -2.5077 0.7952 -2.7847 -0.75
N -1.3319 -0.0933 -0.7385 -0.82
P -1.8776 -1.7656 -0.5605 0.94
O -3.4448 -1.8094 -1.3974 -1.02
I -2.3981 -2.4288 1.7388 0.02
H 5.5134 -1.6827 -0.1513 0.21
H 3.8556 -2.0877 0.7603 0.22
H 3.8577 -1.7430 -1.1692 0.20
H 4.6634 0.7240 -0.6822 0.20
H 4.2762 0.4318 1.2328 0.21
H 2.0040 -0.4989 -0.9186 0.22
H 2.3626 1.3851 -0.8012 0.20
H 2.3186 -0.1337 2.0848 0.23
H 1.4760 1.5444 1.6016 0.19
H 0.0586 -0.5808 2.1134 0.23
H -0.1678 1.4982 0.1498 0.18
H -3.6472 1.9300 1.6239 0.23
H -3.7279 0.2005 0.8782 0.19
H -4.0981 1.6879 -0.8036 0.40
H -1.9311 0.1830 -3.4175 0.45
H -3.1856 1.4837 -3.1805 0.43
H -3.2694 -2.4227 -2.1700 0.49
I -0.6981 -0.9890 3.3746 -0.50
```

Summary:
Multiplicity   1
Molar mass   474.02 Da

---

No. 6
Molecular formula: C7H17InO8SSe2Te2
Method: DFT, wB97M-V/def2-TZVPD

```
38
Properties=species:S:1:pos:R:3:nbo_charge:R:1
In -11.1186 0.5736 -5.2643 1.71
C -14.0576 -1.4976 -8.4405 -0.26
O -13.6924 -0.8212 -7.1959 -0.53
C -14.4834 -1.3174 -6.1862 -0.10
C -14.1282 -0.7136 -4.8937 -0.11
O -12.7851 -0.9290 -4.4737 -0.56
C -12.5224 -2.3316 -4.2035 -0.09
C -11.4118 -2.7440 -5.1275 -0.08
O -10.3551 -1.7014 -5.2298 -0.59
C -9.0103 -2.2050 -4.8068 -0.24
H -15.1286 -1.2177 -8.7475 0.18
H -13.4112 -1.0626 -9.1820 0.21
H -13.9151 -2.5566 -8.3841 0.17
H -15.5965 -1.0662 -6.3034 0.18
H -14.4242 -2.3961 -6.1864 0.15
H -14.2985 0.4033 -4.9717 0.25
H -14.7030 -1.1062 -4.0171 0.19
H -12.1537 -2.3896 -3.1743 0.22
H -13.4454 -2.8898 -4.3719 0.20
H -11.0398 -3.6394 -4.7070 0.19
H -11.7801 -2.9549 -6.1355 0.19
H -9.0703 -2.6395 -3.8504 0.19
H -8.7418 -3.0715 -5.4741 0.18
H -8.2666 -1.4106 -4.8958 0.24
Se -14.5288 3.4220 -6.9360 -0.53
Te -12.5792 4.3607 -6.0834 1.05
Te -10.5436 3.3766 -7.6022 0.06
Se -11.0789 0.9374 -7.8066 -0.50
O -12.4080 1.9300 -4.3909 -0.66
O -11.9270 3.3336 -4.4501 -0.58
C -9.1825 2.1519 -2.1073 -0.86
S -9.3976 0.5120 -2.8555 2.38
O -8.4067 -0.3375 -2.2742 -0.96
O -9.2037 0.8693 -4.3294 -1.07
O -10.7887 0.1021 -2.7088 -0.98
H -8.1637 2.5484 -2.4574 0.25
H -9.4113 2.0214 -1.0624 0.24
H -9.9806 2.6708 -2.5960 0.25
```

Summary:
Multiplicity   1
Energy relative to the best compared isomer or geometry (same formula, charge and spin)   13.9 kcal per mole
Molar mass   789.21 Da

---

No. 7
Molecular formula: C7H17N
Method: DFT, wB97M-V/def2-TZVPD

```
25
Properties=species:S:1:pos:R:3:nbo_charge:R:1
C -0.4445 -0.0670 -1.9564 -0.63
C -0.5384 0.6958 -0.6436 -0.20
C -0.1253 2.3185 -0.9913 -0.62
C 0.4541 0.4701 0.4590 0.00
C 1.9319 0.3531 0.1232 -0.63
N -0.0462 -0.9432 1.1065 -0.49
C -0.8954 -0.8453 2.2778 -0.40
C -0.2571 -2.1598 0.3604 -0.41
H -0.8341 0.5333 -2.7853 0.21
H 0.5816 -0.3329 -2.2166 0.21
H -1.0556 -0.9709 -1.9337 0.22
H -1.5656 0.7514 -0.2789 0.21
H 0.7884 2.3643 -1.5876 0.20
H -0.0403 2.9653 -0.1157 0.20
H -0.9496 2.7002 -1.5996 0.20
H 0.3173 1.1898 1.2690 0.21
H 2.3551 1.3331 -0.1157 0.21
H 2.1279 -0.3193 -0.7139 0.21
H 2.4784 -0.0440 0.9849 0.23
H -0.7605 -1.7129 2.9401 0.19
H -0.6470 0.0302 2.8885 0.19
H -1.9594 -0.7727 2.0159 0.15
H -1.2908 -2.2493 -0.0024 0.15
H -0.0665 -3.0401 0.9920 0.19
H 0.4417 -2.2477 -0.4766 0.20
```

Summary:
Structure (SMILES)   CC(C)[C@H](C)N(C)C
Multiplicity   1
Energy relative to the best compared isomer or geometry (same formula, charge and spin)   42.7 kcal per mole
Molar mass   115.22 Da

---

No. 8
Molecular formula: C7H17N
Method: DFT, wB97M-V/def2-TZVPD

```
25
Properties=species:S:1:pos:R:3:nbo_charge:R:1
C 2.0989 -1.2690 -3.0209 -0.61
C 0.9273 -1.3471 -2.0407 -0.39
C 1.3607 -0.8117 -0.6165 -0.43
C 0.4279 0.3227 -0.2064 -0.40
C -0.4157 -0.1741 1.0543 -0.19
N -1.2456 0.9850 1.4209 -0.48
C -2.6532 0.9624 1.1283 -0.40
C -0.8241 1.6362 2.6837 -0.40
H 2.7608 -0.4219 -2.8103 0.21
H 2.7786 -2.0702 -2.7871 0.20
H 1.8619 -1.3054 -4.0936 0.21
H 0.1682 -0.6481 -2.3603 0.20
H 0.4778 -2.3275 -1.8966 0.20
H 1.5475 -1.6129 0.1392 0.20
H 2.3684 -0.4093 -0.4794 0.21
H 0.8822 1.2399 0.1707 0.20
H -0.3237 0.6771 -0.9234 0.20
H 0.2143 -0.4673 1.8737 0.18
H -1.0427 -1.0441 0.7168 0.18
H -3.2760 1.1345 1.9963 0.19
H -2.9903 -0.0412 0.7160 0.19
H -2.9692 1.6193 0.3007 0.18
H -1.4303 2.5255 2.8398 0.20
H 0.2197 1.9360 2.6934 0.19
H -0.9230 0.9111 3.5014 0.16
```

Summary:
Structure (SMILES)   CCCCCN(C)C
Multiplicity   1
Energy relative to the best compared isomer or geometry (same formula, charge and spin)   47.4 kcal per mole
Molar mass   115.22 Da

---

No. 9
Molecular formula: C7H17N
Method: DFT, wB97M-V/def2-TZVPD

```
25
Properties=species:S:1:pos:R:3:nbo_charge:R:1
C 0.5232 0.4373 0.3289 -0.29
N 0.6352 -0.9632 0.5902 -0.51
C 1.4124 -1.5397 -0.5058 -0.10
C 2.8936 -1.2140 -0.4846 -0.64
C 1.2048 -3.0584 -0.3907 -0.61
C -1.6817 1.0472 -0.4947 -0.48
C -2.1472 2.9555 0.9488 -0.62
C -2.6584 1.4660 0.6190 -0.45
H 0.3604 1.0415 1.1950 0.21
H 1.1172 0.9618 -0.4261 0.21
H -0.3713 -0.2366 -0.0411 0.44
H 1.0715 -1.2184 -1.5289 0.17
H 3.4998 -1.9438 -1.0285 0.22
H 3.3472 -0.9645 0.4764 0.22
H 3.1195 -0.2429 -0.9763 0.20
H 1.8840 -3.6503 -0.9960 0.21
H 0.1312 -3.2770 -0.4702 0.21
H 1.2947 -3.2501 0.6842 0.22
H -1.7219 1.7578 -1.3084 0.18
H -1.8962 0.0142 -0.8959 0.17
H -3.0550 3.5791 1.0572 0.22
H -1.5430 3.2253 0.0452 0.20
H -1.4217 2.8385 1.7648 0.21
H -3.7110 1.3745 0.3842 0.21
H -2.2872 0.8600 1.4534 0.20
```

Summary:
Multiplicity   1
Energy relative to the best compared isomer or geometry (same formula, charge and spin)   159.0 kcal per mole
Molar mass   115.22 Da

---

no.,LUMO level (eV),strongest force on any atom (eV/A)
1,0.93,3.4
2,3.69,4.7
3,0.60,2.5
4,0.37,0.7
5,-1.49,13.0
6,-0.62,2.6
7,1.03,5.2
8,1.08,3.2
9,0.26,3.9